DFT (the ωB97M-V functional and the def2-TZVPD basis) results for C17H25N5O4Os as an isolated structure.

The geometry in XYZ format:
```
52
Properties=species:S:1:pos:R:3:forces:R:3:mulliken_charge:R:1
Os -0.01518 -0.23264 -0.38426 1.0996 -1.4594 0.2803 1.206
C 3.48623 -3.14318 1.30728 0.0337 0.0414 -0.0306 -1.462
C 2.34500 -2.16886 1.47170 -0.1742 0.0173 0.1681 0.695
O 1.77008 -1.78132 0.45483 0.2611 0.7682 -0.6758 -0.230
C 1.92267 -1.73197 2.77402 -0.0789 0.0354 -0.0287 0.016
C 2.55084 -2.21185 3.94044 0.0104 -0.0250 -0.0554 -0.562
C 2.17213 -1.79598 5.18669 -0.0209 0.0200 -0.0089 -0.781
C 1.12999 -0.86011 5.27948 0.0096 0.0050 0.0480 -0.971
C 0.49900 -0.37078 4.16748 0.0228 -0.0635 -0.0536 0.013
C 0.85831 -0.78852 2.85092 0.1841 0.0243 0.0438 0.708
O 0.25059 -0.27138 1.83213 -0.4585 -0.1284 -0.9555 -0.821
H 3.62010 -3.33657 0.24619 0.0028 -0.0030 0.0054 0.298
H 3.27128 -4.07873 1.82492 -0.0020 0.0040 -0.0007 0.370
H 4.40922 -2.73605 1.72226 -0.0068 -0.0032 0.0109 0.376
H 3.35600 -2.92824 3.83819 -0.0027 0.0005 0.0156 0.332
H 2.66057 -2.17006 6.07536 0.0020 -0.0053 -0.0058 0.382
H 0.81567 -0.51095 6.25623 -0.0094 0.0083 -0.0110 0.413
H -0.29147 0.35183 4.28811 0.0192 -0.0311 0.0252 0.508
N 2.15571 -3.27016 -3.10916 0.0226 0.0093 -0.0293 -0.396
C 1.31651 -2.35326 -2.57751 -0.1387 0.0755 0.0483 0.667
O 0.78524 -2.51871 -1.49201 -0.2739 -0.6161 -0.0608 -0.618
C 1.00396 -1.10362 -3.35622 0.0174 -0.3778 0.3010 -0.577
C -0.10306 -0.40373 -2.61107 0.0084 0.1458 0.5795 -1.151
H 2.29385 -4.13757 -2.61976 -0.0120 -0.0031 -0.0125 0.263
H 2.46783 -3.18955 -4.05953 0.0331 0.0024 0.0135 0.187
H 0.68908 -1.43442 -4.35189 0.0632 0.2416 -0.1081 0.412
H 1.89062 -0.47422 -3.45252 0.0636 -0.0948 -0.0440 0.277
H -1.07006 -0.85320 -2.83795 0.0234 -0.1937 0.1688 0.391
H -0.17756 0.62277 -2.92549 0.1163 0.3471 -0.2711 0.440
O -1.04866 0.91444 -0.84223 -0.3769 0.4566 0.4297 -0.252
C -1.92753 1.78279 2.52092 -0.1058 -0.1086 -0.0641 -0.501
N -0.99857 2.16874 1.45798 -0.3480 0.7275 0.4074 0.764
C 0.12633 2.88028 2.06643 0.1241 -0.1128 -0.0111 -0.753
N -0.29402 4.05539 2.83886 -0.0598 -0.0370 -0.0083 0.017
C -1.23031 3.60252 3.87346 0.0087 0.0166 -0.0012 -0.696
N -2.40328 2.92348 3.31260 0.0469 0.0177 -0.0242 0.054
C -3.07062 3.85425 2.39873 0.0104 -0.0225 -0.0040 -0.689
N -2.18451 4.30026 1.32083 -0.0054 0.0271 0.0505 0.061
C -1.71325 3.11072 0.60199 -0.0584 0.2558 -0.2256 -0.863
C -1.02126 4.94930 1.93205 0.0057 -0.0094 0.0142 -0.737
H -1.43314 1.06843 3.16620 -0.0704 0.0276 0.0018 -0.399
H -2.78811 1.28526 2.06533 -0.0097 0.0186 0.0105 0.332
H 0.80334 3.20622 1.27220 0.0058 -0.0057 0.0099 0.342
H 0.66460 2.18606 2.71457 -0.0119 0.0420 0.0330 0.200
H -1.56493 4.46727 4.45126 -0.0019 0.0003 -0.0081 0.355
H -0.70800 2.91812 4.54640 -0.0069 -0.0065 -0.0249 0.323
H -3.41715 4.72512 2.95976 0.0215 -0.0010 0.0123 0.336
H -3.93808 3.35562 1.96058 0.0057 0.0021 -0.0032 0.355
H -1.05668 3.43927 -0.20915 0.0001 -0.0509 0.0350 0.283
H -2.57550 2.60385 0.16204 0.0190 0.0420 0.0058 0.415
H -1.35680 5.82719 2.48900 -0.0021 -0.0128 0.0082 0.332
H -0.34220 5.27779 1.14191 -0.0061 -0.0085 -0.0005 0.338
```
Forces are in eV/Å.

## Properties
- LUMO energy (spin up / spin down): -0.02203 / -0.02226 Eh
- Energy above the lowest of the compared OMol25 structures with the same formula, charge and spin: 85.4 kcal/mol
- Spin multiplicity: 1
- Calculated total energy: -36138.409 eV

DFT (the ωB97M-V functional and the def2-TZVPD basis) results for an isolated molecule of C17H25N5O5.

The geometry in XYZ format:
```
52
Properties=species:S:1:pos:R:3:forces:R:3:mulliken_charge:R:1
C 1.03323 4.53188 -1.81540 0.1086 0.0751 -0.1567 -0.963
C 1.97590 4.30831 -2.99233 0.0539 -0.1629 0.1346 -0.592
C 2.23348 2.82586 -3.25992 -0.1794 0.1707 -0.1400 -0.356
C 1.00307 2.09920 -3.79920 0.3879 -0.3214 0.2284 -0.475
C 1.29514 0.63010 -4.09020 -0.4926 0.3274 -0.4413 -0.753
O 1.72187 -0.05906 -2.90844 0.4341 -0.0858 0.1158 -0.345
C 0.79170 -0.41239 -2.04257 -0.1034 -0.2775 0.3807 0.951
O -0.39642 -0.29258 -2.19250 -0.0363 0.0872 -0.0485 -0.548
C 1.42539 -1.03647 -0.79367 0.1378 0.1040 -0.3407 -1.689
N 0.54984 -0.91100 0.33478 -0.2338 -0.0292 0.1758 0.131
C -0.33575 -1.78026 0.89269 0.4057 0.2898 0.0502 0.232
N -0.49904 -3.07010 0.47360 0.1521 -0.1435 -0.0445 -0.062
C -1.21553 -3.93919 1.40003 -0.3316 -0.0936 0.1736 -0.720
C -2.72954 -3.81449 1.21435 0.2275 0.0116 0.2462 -0.512
O -3.09701 -4.09879 -0.11878 -0.0570 -0.1673 -0.0616 -0.445
C -2.44625 -3.23025 -1.01506 0.3172 0.0974 -0.2071 -0.580
C -0.91939 -3.33497 -0.89855 -0.4297 -0.0104 -0.2690 -0.362
N -0.92150 -1.27971 1.97607 -0.3448 0.0445 0.2784 -0.582
C -0.43456 -0.02922 2.10128 0.9079 -0.0801 -1.1081 0.814
C 0.47597 0.24694 1.09418 -0.5075 0.1009 0.6525 0.218
C 1.13717 1.50207 0.98595 -0.2671 -0.2609 0.1765 0.231
O 1.96187 1.86428 0.16625 0.2120 0.0559 -0.2484 -0.622
N 0.71449 2.35083 2.01095 0.2365 0.3552 -0.1020 0.009
C -0.18772 2.12812 3.03498 -0.0288 -0.0214 0.0523 0.478
O -0.43965 2.98555 3.85065 -0.0386 0.2795 0.1955 -0.676
N -0.76591 0.87708 3.06090 -0.0163 0.0026 0.0214 -0.038
C -1.72883 0.53847 4.08445 -0.2048 -0.0114 0.2477 -1.044
H 1.00343 5.58513 -1.54527 -0.0812 0.0932 0.0521 0.397
H 0.02091 4.21651 -2.05603 -0.1446 -0.0262 0.0451 0.311
H 1.37879 3.95971 -0.95806 -0.0181 -0.0378 0.1285 0.104
H 1.56910 4.78035 -3.89042 0.0724 0.0643 -0.0550 0.304
H 2.93238 4.78655 -2.77083 0.0025 0.0640 -0.0715 0.333
H 2.54927 2.35342 -2.32825 0.0820 -0.0303 -0.0117 0.162
H 3.04623 2.72712 -3.98426 0.0723 -0.0561 -0.0044 0.353
H 0.66370 2.56715 -4.72554 -0.0653 0.0034 -0.0420 0.468
H 0.19169 2.15132 -3.07294 -0.1085 0.0185 -0.0741 0.219
H 2.12693 0.52250 -4.78879 -0.0846 -0.0145 0.0682 0.426
H 0.40284 0.13457 -4.48717 0.1909 0.0110 0.0208 0.353
H 1.66008 -2.08834 -0.97502 -0.0244 0.0876 0.0007 0.470
H 2.34867 -0.48954 -0.58387 -0.1164 -0.1778 -0.0240 0.469
H -0.93806 -3.66857 2.41704 -0.0065 -0.1203 -0.0162 0.489
H -0.90084 -4.96434 1.18447 -0.0312 0.0307 0.0622 0.380
H -3.25847 -4.53655 1.83751 0.0482 0.0705 0.0462 0.381
H -3.03698 -2.79497 1.48598 -0.0233 -0.1167 -0.0062 0.314
H -2.77241 -3.51864 -2.01542 0.0423 0.0976 0.0109 0.398
H -2.74436 -2.18841 -0.82159 -0.0007 -0.0502 -0.0492 0.336
H -0.47217 -2.62368 -1.58670 0.0230 -0.0581 -0.0125 0.013
H -0.59595 -4.34938 -1.15025 -0.0100 0.0800 -0.0514 0.360
H 1.12769 3.27682 2.01698 -0.0792 -0.1714 0.0174 0.243
H -1.83074 1.40011 4.74108 -0.0015 -0.1173 -0.0640 0.407
H -1.37932 -0.32779 4.64550 -0.0429 0.0210 0.0207 0.305
H -2.68723 0.29804 3.62470 -0.0045 -0.0016 0.0475 0.304
```
Forces are in eV/Å.

## Properties
- LUMO energy: 0.02352 Eh
- Energy above the lowest of the compared OMol25 structures with the same formula, charge and spin: 0.0 kcal/mol
- Spin multiplicity: 1
- SMILES string: CCCCCOC(=O)Cn1c(N2CCOCC2)nc2c1c(=O)[nH]c(=O)n2C
- Calculated total energy: -35724.828 eV

DFT (the ωB97M-V functional and the def2-TZVPD basis) results for C17H25N6OPt as an isolated structure.

The geometry in XYZ format:
```
50
Properties=species:S:1:pos:R:3:forces:R:3:mulliken_charge:R:1
Pt 0.61355 0.83921 -0.94438 0.0969 -0.0304 -0.0888 0.714
N 2.69774 0.83511 -1.01399 -0.0152 -0.0311 0.0001 -0.693
C 3.28760 0.76887 0.35938 0.0209 0.0173 -0.0152 -0.448
C 2.38013 1.51988 1.31008 0.0131 0.0057 -0.0161 -0.770
N 0.95117 1.10129 1.11026 -0.0548 0.0105 0.0259 -0.440
C 0.40411 0.12916 2.12349 -0.0134 0.0119 0.0196 -0.307
C 1.35800 -0.95225 2.65276 -0.0262 -0.0141 -0.0035 -0.900
N 0.80532 -2.34652 2.50600 0.0548 0.0453 -0.0697 -0.160
H 3.06522 0.05885 -1.56061 -0.0022 0.0173 -0.0277 0.353
H 3.01587 1.68465 -1.48072 -0.0066 0.0166 0.0145 0.389
H 4.28643 1.20453 0.37166 0.0050 -0.0082 -0.0214 0.489
H 3.38557 -0.28547 0.60819 -0.0371 0.0169 0.0085 0.281
H 2.42536 2.58831 1.09608 0.0183 -0.0011 -0.0003 0.405
H 2.69283 1.38965 2.34735 -0.0131 0.0051 -0.0021 0.423
H 0.39185 1.93330 1.29205 0.0088 0.0138 0.0054 0.369
H -0.49820 -0.31254 1.69700 0.0152 0.0141 -0.0252 0.146
H 0.08049 0.72858 2.97488 -0.0321 -0.0306 0.0042 0.424
H 1.52425 -0.81525 3.71909 0.0209 -0.0001 0.0046 0.416
H 2.32333 -0.95479 2.15944 -0.0125 -0.0391 0.0152 0.351
H -0.18794 -2.37678 2.75872 0.0077 -0.0288 0.0518 0.439
H 1.27650 -2.97480 3.16606 -0.0148 -0.0014 0.0263 0.468
C -3.73733 1.41899 2.47113 0.0095 0.0101 -0.0123 -0.567
C -2.82276 2.39973 2.09731 0.0042 0.0063 -0.0016 -0.966
C -2.03864 2.22378 0.96656 -0.0082 0.0192 0.0376 -0.149
C -2.20677 1.06588 0.21718 0.0663 -0.0509 -0.0882 0.080
C -3.13296 0.09101 0.55308 -0.0896 0.0139 0.0426 -0.371
C -3.89717 0.27473 1.69954 0.0280 -0.0150 -0.0211 -0.704
N -1.39250 0.88660 -0.95770 -0.1308 -0.0147 0.0489 1.009
N -2.00324 0.67715 -2.01926 0.0561 0.0042 0.0314 -0.756
C -1.16444 0.53273 -3.13279 -0.0108 0.0216 0.0005 0.216
C -1.71691 0.37191 -4.38136 0.0189 -0.0010 -0.0122 -0.356
C -0.85529 0.29661 -5.47590 -0.0224 -0.0044 0.0157 -0.306
C 0.50623 0.38514 -5.26012 0.0267 0.0009 0.0252 -0.753
C 0.98703 0.54357 -3.96383 0.0185 -0.0051 -0.0377 0.188
N 0.17169 0.61722 -2.91420 0.0136 0.0097 0.0601 -0.185
H -4.34864 1.56374 3.35174 -0.0045 0.0038 -0.0050 0.473
H -2.74484 3.31552 2.66811 0.0004 -0.0075 0.0070 0.463
H -1.38251 3.01664 0.62015 0.0093 -0.0117 -0.0011 0.815
H -3.27081 -0.77577 -0.08158 0.0108 0.0088 0.0103 0.506
H -4.63651 -0.46560 1.97454 0.0021 0.0010 0.0021 0.462
H -2.79225 0.32091 -4.48236 -0.0015 0.0003 -0.0013 0.511
H -1.25043 0.17799 -6.47594 0.0003 -0.0020 -0.0007 0.474
H 1.21014 0.33883 -6.07931 -0.0026 0.0015 -0.0038 0.429
H 2.04879 0.62053 -3.77640 -0.0012 0.0032 -0.0045 0.398
C 0.53586 -4.36094 0.96463 -0.0219 0.0061 0.0168 -1.292
C 0.97099 -2.94938 1.05802 -0.0717 0.0029 0.0130 0.548
O 1.41011 -2.20169 0.26066 0.0423 0.0267 -0.0277 -0.294
H 0.67852 -4.71426 -0.05289 0.0063 -0.0007 -0.0019 0.361
H -0.51794 -4.45104 1.24442 0.0125 -0.0136 0.0048 0.406
H 1.11346 -4.98348 1.65376 0.0058 -0.0031 -0.0028 0.411
```
Forces are in eV/Å.

## Properties
- LUMO energy: -0.37598 Eh
- Energy above the lowest of the compared OMol25 structures with the same formula, charge and spin: 0.0 kcal/mol
- Charge: +3
- Spin multiplicity: 1
- Calculated total energy: -32243.719 eV

DFT (the ωB97M-V functional and the def2-TZVPD basis) results for C17H26AsBr2NOPdSSi as an isolated structure.

The geometry in XYZ format:
```
51
Properties=species:S:1:pos:R:3:forces:R:3:mulliken_spin:R:1
Pd -0.56343 -1.00739 -0.04882 0.6377 0.7920 -0.6388 1.274
C 1.72363 -3.33375 -1.26745 -1.1326 2.0948 1.4603 0.020
C 2.38318 -2.11555 -0.55434 0.5091 -1.8238 -0.6510 -0.017
C 3.79151 -2.19147 -0.24769 -0.2180 0.3125 -0.5632 0.005
C 4.40123 -1.05275 0.16166 -0.0467 0.4994 0.8306 0.003
C 3.64858 0.15662 0.38984 -0.3947 -0.9629 -0.7274 0.010
C 4.26079 1.36855 0.69343 -0.6202 0.6178 0.1474 -0.003
Br 6.13312 1.42595 1.06815 -0.4179 0.3645 -0.0829 0.001
C 3.43993 2.48691 0.77517 1.3427 -1.1576 0.5686 0.003
C 2.08027 2.39033 0.64153 -1.3657 0.8936 0.4143 0.019
Br 1.04760 3.99837 0.95153 0.3068 -0.5162 -0.2280 0.001
C 1.36190 1.21676 0.42119 -0.4634 0.1907 -0.6773 0.083
O 0.06617 1.17460 0.28536 0.7358 -1.0466 0.2027 0.205
C 2.22353 0.10805 0.19576 1.2795 -1.3089 -0.0953 -0.106
N 1.67493 -1.06735 -0.28645 -0.7619 0.6959 0.2044 0.140
H 1.08786 -3.00715 -2.09757 0.0888 0.0592 0.2250 -0.004
H 1.11395 -3.90311 -0.55864 -0.0679 0.1592 -0.0268 0.000
H 2.45596 -3.97505 -1.62242 1.4886 -1.1757 -0.7542 0.003
H 4.39136 -3.09063 -0.44756 -0.5725 0.3672 0.1181 0.001
H 5.46900 -1.00840 0.41104 -0.5048 -0.1963 -0.3302 0.000
H 3.85534 3.39071 1.12145 0.4308 1.0801 0.0239 0.000
C -3.15278 -2.99290 2.92009 0.8353 -0.0672 0.2126 0.018
Si -2.31284 -1.38826 2.38326 -0.1774 0.5062 1.4031 -0.074
C -2.29837 -0.21942 3.86776 1.1706 -1.3514 0.0886 0.020
C -3.21323 -0.34798 1.15556 1.1745 -0.2153 -1.6971 0.057
C -0.56049 -1.69463 1.92397 0.8673 1.2078 0.3607 0.344
H -4.00446 -2.72046 3.53456 -0.1984 -0.0801 0.1868 0.001
H -2.39914 -3.51787 3.56220 -0.7100 0.2795 -0.4085 0.000
H -3.49310 -3.68126 2.14814 0.0946 0.0349 -0.1012 -0.003
H -3.22881 -0.02605 4.30991 -1.7380 0.5360 0.1917 0.003
H -1.83456 0.70848 3.53559 0.2644 0.0234 0.4021 -0.001
H -1.79055 -0.73860 4.70656 0.4661 0.5907 -0.4821 0.000
H -4.16653 -0.06587 1.51368 -0.9570 0.7674 0.5769 0.008
H -3.40107 -0.80771 0.18193 0.0331 -0.1521 -0.0659 0.013
H -2.52100 0.50142 0.93373 -0.8592 -0.1720 0.3928 -0.016
H -0.42955 -2.73236 2.04553 0.5171 -1.6073 -0.2585 -0.002
H 0.28597 -1.21042 2.49085 -1.0641 -0.1581 -0.5474 -0.020
C -2.16888 2.15284 -4.42756 -0.9198 1.3441 0.1437 -0.001
As -1.34623 1.48792 -2.83028 0.8213 0.6303 0.0528 0.006
C -1.98162 2.49208 -1.36700 -1.0155 0.9006 0.5924 -0.004
C 0.48754 2.02238 -3.12381 0.1076 0.4943 -0.3426 0.001
S -1.68600 -0.52630 -2.45516 0.1422 -0.8435 -0.0015 0.015
H -2.36222 3.26283 -4.29088 0.5084 -1.2213 -0.2465 0.000
H -3.13706 1.70551 -4.61088 -0.1747 -0.2657 0.1372 0.000
H -1.54809 1.95591 -5.29066 0.2689 0.0914 -0.0747 0.000
H -1.69297 3.54822 -1.42790 -0.0001 -0.1903 -0.1588 0.000
H -1.60742 2.10404 -0.41308 -0.0144 -0.0464 -0.5072 -0.001
H -3.08299 2.42686 -1.40020 0.3844 0.0326 0.0994 0.000
H 0.96429 1.23216 -3.66428 0.3565 -0.6362 -0.2386 -0.001
H 0.98136 2.16472 -2.18307 0.2147 -0.1089 0.6313 -0.001
H 0.65438 2.94046 -3.71374 -0.6520 -0.2625 0.2386 0.000
```
Forces are in eV/Å.

## Properties
- LUMO energy (spin up / spin down): 0.00390 / -0.03476 Eh
- Spin multiplicity: 3
- Calculated total energy: -244704.003 eV